[1]
Entry from the OMol25 dataset: one molecule with the formula C25H22O2S at a distorted geometry (the ωB97M-V functional and the def2-TZVPD basis).

Geometry as XYZ:
```
50
Properties=species:S:1:pos:R:3
C 3.2928 4.4981 -1.0999
C 2.7563 4.8650 0.1338
C 1.3194 5.4143 0.3095
O 0.6943 4.5030 1.2600
C 0.4348 3.1638 0.9706
C 0.0100 2.2605 2.0100
C -0.3711 0.9817 1.8085
C -0.3365 0.4692 0.4596
C 0.0887 1.3085 -0.5957
C 0.5141 2.6204 -0.3659
S 0.1566 0.5960 -2.2797
C 1.4402 -0.5089 -1.7841
C 2.7016 -0.2324 -2.3419
C 3.7241 -1.1250 -2.0449
C 3.4840 -2.3694 -1.5250
C 2.2605 -2.6757 -0.9274
C 1.2619 -1.6647 -1.0619
C -0.0787 -1.9419 -0.4000
C -0.6698 -3.1868 -0.7271
C -0.7104 -3.4276 -2.2318
C -0.7882 -0.9770 0.3079
C -2.0929 -1.3369 0.9497
C -3.3108 -0.8083 0.5766
C -4.5105 -1.1209 1.2199
C -4.3961 -1.9157 2.4008
O -5.6171 -2.1459 3.0828
C -3.1616 -2.4088 2.7976
C -1.9477 -2.1494 2.0694
H 2.5598 4.3251 -1.9628
H 4.2828 4.1886 -1.1574
H 3.4492 4.7714 0.9927
H 1.1562 6.4726 0.7138
H 0.9559 5.5703 -0.7018
H -0.1002 2.6706 3.0034
H -0.6449 0.4489 2.6218
H 0.8856 3.2326 -1.1452
H 2.9782 0.6757 -2.7886
H 4.7355 -0.8558 -2.2332
H 4.2975 -3.1105 -1.3275
H 1.9740 -3.6242 -0.5031
H -1.6241 -3.3983 -0.2494
H -0.0311 -4.0288 -0.3252
H 0.1593 -3.0261 -2.7767
H -1.5927 -2.7969 -2.5582
H -0.8152 -4.4556 -2.5802
H -3.2766 -0.1471 -0.2931
H -5.5334 -0.8137 0.8813
H -5.9603 -1.2438 3.4407
H -3.0490 -3.0107 3.6626
H -0.9541 -2.5299 2.3148
```

## Properties
* SMILES string: C=CCOc1ccc2c(c1)Sc1ccccc1C(CC)=C2c1ccc(O)cc1
* highest occupied orbital energy: -7.9 eV
* total energy: -41208.607 eV
* energy relative to the best compared isomer or geometry (same formula, charge and spin): 50.1 kcal/mol
* total charge: 0
* Kohn-Sham gap: 0.3147 hartree

[2]
Entry from the OMol25 dataset: C25H23AsAuF3N6O3S as an isolated structure (the ωB97M-V functional and the def2-TZVPD basis).

Geometry as XYZ:
```
63
Properties=species:S:1:pos:R:3
Au 1.7618 0.9669 -0.7309
F -1.6641 4.6747 -0.2283
C -0.7726 5.5827 -0.6514
F -1.0493 5.8895 -1.9187
F -0.8932 6.6739 0.0987
C 0.6434 5.0385 -0.5529
C 1.6927 5.9126 -0.3071
C 2.9856 5.4239 -0.2468
C 3.2095 4.0537 -0.4071
N 2.2157 3.2122 -0.6276
C 0.9488 3.6863 -0.7304
S -0.1361 2.4106 -1.1591
H 1.4909 6.9669 -0.1630
H 3.8215 6.0892 -0.0727
H 4.2067 3.6357 -0.3665
N 4.5619 1.0801 0.9237
N 4.7183 -0.2946 1.0945
C 4.0933 -1.2040 0.3288
N 4.3942 -2.4724 0.5510
N 3.2014 -0.7634 -0.5882
N 2.5788 -1.6680 -1.4435
O 2.8390 -2.8610 -1.4716
O 1.7517 -1.1400 -2.1734
H 5.3437 1.4302 0.3836
H 4.5577 1.5146 1.8352
H 5.3970 -0.6237 1.7576
H 5.0898 -2.7385 1.2281
H 4.0053 -3.1665 -0.0674
O 0.4819 -0.4447 0.4023
As -1.0290 -1.1826 0.1471
C -1.4211 -2.0479 1.8017
C -2.6175 -1.8102 2.4676
C -2.8503 -2.4329 3.6875
C -1.8967 -3.2831 4.2289
C -0.6969 -3.5120 3.5631
C -0.4505 -2.8890 2.3496
C -2.3889 0.1227 -0.1506
C -2.3400 1.2829 0.6282
C -3.3485 2.2300 0.5160
C -4.4069 2.0087 -0.3584
C -4.4640 0.8438 -1.1142
C -3.4569 -0.1100 -1.0122
C -1.0612 -2.4519 -1.2798
C -1.0213 -3.8145 -0.9976
C -1.0901 -4.7263 -2.0441
C -1.2051 -4.2780 -3.3527
C -1.2341 -2.9153 -3.6322
C -1.1636 -1.9978 -2.5972
H -3.3690 -1.1576 2.0431
H -3.7786 -2.2510 4.2141
H -2.0883 -3.7712 5.1763
H 0.0462 -4.1736 3.9912
H 0.4890 -3.0444 1.8370
H -1.5372 1.4234 1.3447
H -3.3153 3.1300 1.1191
H -5.1985 2.7431 -0.4442
H -5.2966 0.6746 -1.7878
H -3.5130 -1.0190 -1.5943
H -0.9552 -4.1683 0.0201
H -1.0651 -5.7883 -1.8316
H -1.2801 -4.9937 -4.1615
H -1.3041 -2.5683 -4.6565
H -1.1671 -0.9382 -2.8175
```

## Properties
* expectation value of S²: 2.03
* highest occupied orbital energy (spin up / spin down): -14.1 / -14.1 eV
* total energy: -124880.287 eV
* energy relative to the best compared isomer or geometry (same formula, charge and spin): 10.9 kcal/mol
* total charge: +2
* Kohn-Sham gap (spin up / spin down): 0.3073 / 0.1804 hartree
* multiplicity: 3

[3]
Entry from the OMol25 dataset: C25H23AsN2O2ReS as an isolated structure at a distorted geometry (the ωB97M-V functional and the def2-TZVPD basis).

Geometry as XYZ:
```
55
Properties=species:S:1:pos:R:3
Re -0.2432 -1.0698 0.6005
S -1.6998 0.3590 1.5937
C -1.5027 2.0226 1.0180
C -2.3051 3.0010 1.5902
C -2.1713 4.3179 1.1672
C -1.2445 4.6550 0.1898
C -0.4386 3.6741 -0.3760
C -0.5735 2.3627 0.0483
As 0.4685 0.9135 -0.6138
C 1.4874 1.5995 -2.0696
C 2.7170 2.1954 -1.8155
C 3.3678 2.8489 -2.8538
C 2.7889 2.9066 -4.1155
C 1.5591 2.3067 -4.3548
C 0.8989 1.6475 -3.3290
C 1.7178 0.5280 0.8425
C 1.6197 1.1256 2.1061
C 2.6070 0.8861 3.0468
C 3.6780 0.0557 2.7354
C 3.7726 -0.5575 1.4875
C 2.7908 -0.3359 0.5427
H -3.0265 2.7380 2.3543
H -2.7985 5.0833 1.6048
H -1.1490 5.6819 -0.1365
H 0.2832 3.9329 -1.1408
H 3.1674 2.1584 -0.8324
H 4.3243 3.3209 -2.6709
H 3.2985 3.4254 -4.9171
H 1.1100 2.3574 -5.3380
H -0.0594 1.1797 -3.5160
H 0.7941 1.7841 2.3405
H 2.5427 1.3468 4.0235
H 4.4500 -0.1189 3.4740
H 4.6064 -1.2079 1.2607
H 2.8628 -0.7998 -0.4340
N -4.0304 -4.9188 -2.2860
C -3.2461 -4.0387 -1.6831
C -3.7179 -3.2443 -0.6039
C -2.8886 -2.3559 -0.0094
N -1.5862 -2.1881 -0.4029
C -1.1284 -2.9426 -1.4524
C -1.8985 -3.8477 -2.0949
H -4.9871 -5.0525 -1.9993
H -3.6994 -5.4744 -3.0584
H -4.7376 -3.3360 -0.2534
H -3.2279 -1.7365 0.8075
H -0.1009 -2.7843 -1.7550
H -1.4831 -4.4164 -2.9159
C -1.0153 -2.9443 3.7559
C 0.3543 -2.7977 3.1837
O 1.3795 -3.0456 3.7009
O 0.3607 -2.2894 1.8590
H -0.9451 -3.4890 4.6908
H -1.6696 -3.4710 3.0610
H -1.4331 -1.9516 3.9427
```

## Properties
* expectation value of S²: 0.77
* highest occupied orbital energy (spin up / spin down): -13.9 / -14.4 eV
* total energy: -107162.688 eV
* energy relative to the best compared isomer or geometry (same formula, charge and spin): 5.4 kcal/mol
* total charge: +2
* Kohn-Sham gap (spin up / spin down): 0.2246 / 0.2517 hartree
* multiplicity: 2

[4]
Entry from the OMol25 dataset: one molecule with the formula C25H23BrN4O4 (the ωB97M-V functional and the def2-TZVPD basis).

Geometry as XYZ:
```
57
Properties=species:S:1:pos:R:3
C -6.2975 3.2290 0.8417
C -5.9130 2.1310 -0.1464
N -6.4958 0.8623 0.2573
C -7.0891 0.0229 -0.6087
O -7.4311 0.3179 -1.7333
C -7.3249 -1.3820 -0.0315
O -6.3712 -1.7536 0.9401
C -5.0534 -1.7677 0.5850
C -4.5723 -1.5378 -0.7007
C -3.2111 -1.5028 -0.9256
C -2.3026 -1.6963 0.1136
C -0.8866 -1.5699 -0.1415
N -0.0444 -1.7286 0.8057
N 1.2842 -1.5586 0.6132
C 1.9725 -0.9951 -0.3950
O 1.5458 -0.5378 -1.4438
C 3.4718 -0.9686 -0.0740
O 3.9308 -1.4919 0.9199
N 4.1495 -0.3179 -1.0416
C 5.5427 -0.1806 -1.1249
C 6.1954 -0.5651 -2.2934
C 7.5700 -0.4784 -2.3961
C 8.3162 -0.0097 -1.3264
C 7.6814 0.4023 -0.1699
C 6.3004 0.3303 -0.0726
Br 5.4666 1.0384 1.4777
C -2.7966 -1.9676 1.3942
C -4.1497 -2.0028 1.6263
C -4.4119 1.9730 -0.2730
C -3.6368 1.6276 0.8279
C -2.2697 1.4607 0.7026
C -1.6585 1.6330 -0.5275
C -2.4239 1.9661 -1.6311
C -3.7921 2.1329 -1.5044
H -7.3792 3.3270 0.8896
H -5.9218 3.0030 1.8368
H -5.8722 4.1758 0.5200
H -6.3403 2.3532 -1.1296
H -6.2201 0.5047 1.1603
H -7.3629 -2.0982 -0.8606
H -8.2881 -1.4011 0.4865
H -5.2443 -1.3667 -1.5262
H -2.8468 -1.3032 -1.9222
H -0.6021 -1.3133 -1.1598
H 1.8490 -1.8346 1.4156
H 3.5855 -0.0846 -1.8554
H 5.6057 -0.9411 -3.1164
H 8.0593 -0.7837 -3.3081
H 9.3911 0.0487 -1.3956
H 8.2494 0.7949 0.6593
H -2.0937 -2.1313 2.1949
H -4.5449 -2.1974 2.6113
H -4.0977 1.4862 1.7954
H -1.6809 1.1916 1.5668
H -0.5918 1.5006 -0.6281
H -1.9542 2.0945 -2.5951
H -4.3871 2.3874 -2.3694
```

## Properties
* SMILES string: C[C@H](NC(=O)COc1ccc(/C=N/NC(=O)C(=O)Nc2ccccc2Br)cc1)c1ccccc1
* highest occupied orbital energy: -8.3 eV
* total energy: -110491.925 eV
* energy relative to the best compared isomer or geometry (same formula, charge and spin): 0.0 kcal/mol
* total charge: 0
* Kohn-Sham gap: 0.3048 hartree

> energy relative to the best compared isomer or geometry (same formula, charge and spin) of number 1 (C25H22O2S)?

50.1 kcal/mol